P:
C28H40N12PSSiSn as an isolated structure, computed with ωB97M-V with the def2-TZVPD basis set.

For the HOMO-LUMO gap, the calculation gives 0.1165 hartree. Its charge is +3.

XYZ file:
```
84
C28H40N12PSSiSn | the OMol25 dataset | ωB97M-V with the def2-TZVPD basis set
Sn 0.0170 -0.0167 -0.1496
C -3.4331 3.3311 3.1848
N -2.1879 2.8053 2.6492
C -0.9284 3.2019 2.9896
C -0.0652 2.4564 2.2387
N -0.7907 1.6167 1.4499
C -2.0773 1.8408 1.7104
P -3.5326 1.0213 0.9846
C -3.0297 1.1989 -0.7557
N -1.8415 0.9360 -1.2872
C -1.9184 1.2567 -2.6100
C -3.1726 1.7204 -2.8797
N -3.8638 1.6741 -1.7045
C -5.2516 2.0611 -1.5173
C -2.9318 -0.6800 1.2303
N -1.6906 -1.1182 1.0474
C -1.6722 -2.4323 1.4075
C -2.9242 -2.7902 1.8148
N -3.7075 -1.6797 1.6978
C -5.1237 -1.6004 2.0151
H -3.2125 4.0540 3.9651
H -4.0078 3.8242 2.4017
H -4.0389 2.5321 3.6095
H -0.7376 3.9723 3.7147
H 1.0099 2.4526 2.2188
H -1.0707 1.1467 -3.2621
H -3.6117 2.0778 -3.7935
H -5.6708 2.3398 -2.4799
H -5.8305 1.2359 -1.1052
H -5.3285 2.9097 -0.8391
H -0.7634 -3.0043 1.3634
H -3.3077 -3.7279 2.1739
H -5.4841 -2.5928 2.2700
H -5.2931 -0.9354 2.8609
H -5.6846 -1.2271 1.1601
C 6.1279 0.5867 2.0258
C 6.0271 -0.9237 2.2299
C 5.9742 -1.6694 0.8968
C 4.8293 -1.2966 3.1314
N 3.5597 -1.0973 2.4468
C 2.7595 -2.0096 1.8655
N 1.7923 -1.3714 1.2516
N 2.0198 -0.0688 1.4797
N 3.0664 0.1051 2.1835
H 6.9650 0.8105 1.3669
H 6.3037 1.0949 2.9730
H 5.2190 0.9918 1.5837
H 6.9172 -1.2545 2.7686
H 5.1035 -1.3759 0.3035
H 5.9481 -2.7483 1.0530
H 6.8651 -1.4438 0.3140
H 4.8331 -0.6711 4.0241
H 4.8833 -2.3454 3.4206
H 2.8910 -3.0748 1.9094
N 6.6379 0.1625 -4.3341
C 5.3706 0.2623 -4.7173
S 4.9177 0.4061 -6.3025
C 4.3111 0.2814 -3.6788
C 3.0773 -0.3202 -3.9266
C 2.0970 -0.2487 -2.9568
N 2.2801 0.3671 -1.7927
C 3.4533 0.9403 -1.5416
C 4.4945 0.9244 -2.4533
H 7.3750 0.1731 -5.0236
H 6.8945 0.0329 -3.3687
H 2.8954 -0.8273 -4.8631
H 1.1252 -0.7115 -3.1038
H 3.5630 1.4345 -0.5845
H 5.4121 1.4422 -2.2141
C -3.3464 -4.3952 -2.6162
Si -1.9307 -3.7283 -3.6629
C -0.5933 -4.9806 -4.0940
C -2.4235 -2.4948 -5.0056
C -1.0069 -2.5279 -2.4525
C -0.4992 -1.7531 -1.6709
H -3.9222 -5.1234 -3.1889
H -4.0354 -3.6101 -2.3060
H -2.9849 -4.9024 -1.7224
H -1.0060 -5.7021 -4.8016
H -0.2555 -5.5405 -3.2230
H 0.2780 -4.5269 -4.5636
H -2.9453 -3.0185 -5.8079
H -1.5610 -1.9998 -5.4495
H -3.0969 -1.7265 -4.6270
```

***

Q:
C28H40N12PSSiSn as an isolated structure, computed with ωB97M-V with the def2-TZVPD basis set.

For the HOMO-LUMO gap, the calculation gives 0.2172 hartree. Its charge is +3.

XYZ file:
```
84
C28H40N12PSSiSn | the OMol25 dataset | ωB97M-V with the def2-TZVPD basis set
Sn 1.0739 -0.5134 0.3345
C -3.5214 -4.2766 1.0199
N -2.2057 -3.7363 0.6614
C -1.2271 -4.4380 0.0274
C -0.1596 -3.5918 -0.1004
N -0.4806 -2.3845 0.4454
C -1.7256 -2.4909 0.9070
P -2.6861 -1.2120 1.7573
C -1.5342 -1.0835 3.2128
N -0.3260 -0.3921 3.1558
C 0.4638 -0.9548 4.2049
C -0.2557 -1.8929 4.8284
N -1.5216 -1.9442 4.1904
C -2.6802 -2.6322 4.7868
C -2.1682 0.2425 0.8009
N -0.9781 0.5297 0.2579
C -1.1360 1.6833 -0.4568
C -2.4293 2.0987 -0.3501
N -3.0658 1.1878 0.4373
C -4.4822 1.2861 0.8043
H -3.6431 -5.2334 0.5214
H -4.3073 -3.6045 0.6852
H -3.5903 -4.4312 2.0945
H -1.3635 -5.4606 -0.2818
H 0.7992 -3.7876 -0.5528
H 1.4818 -0.6374 4.3586
H -0.0165 -2.5429 5.6533
H -3.0416 -2.0238 5.6132
H -2.3671 -3.6069 5.1503
H -3.4645 -2.7459 4.0439
H -0.3276 2.1200 -1.0160
H -2.9424 2.9463 -0.7720
H -5.0272 1.7074 -0.0358
H -4.5929 1.9328 1.6719
H -4.8819 0.3012 1.0257
C 3.6204 5.0813 -2.4099
C 4.7200 5.0985 -1.3533
C 5.8749 4.1747 -1.7223
C 4.1691 4.8061 0.0438
N 3.4703 3.5109 0.1229
C 2.1845 3.2189 -0.0621
N 2.0343 1.9165 0.0762
N 3.2708 1.4312 0.3447
N 4.1282 2.3760 0.3716
H 4.0079 5.4382 -3.3628
H 2.7797 5.7249 -2.1389
H 3.2468 4.0661 -2.5788
H 5.1038 6.1197 -1.2774
H 5.5574 3.1300 -1.7594
H 6.6951 4.2495 -1.0083
H 6.2633 4.4365 -2.7059
H 3.4468 5.5630 0.3480
H 4.9625 4.7607 0.7872
H 1.4228 3.9475 -0.2812
N 1.9570 -1.1131 -6.8246
C 1.1297 -1.7843 -6.0136
S 0.2774 -3.1192 -6.4075
C 1.0710 -1.3016 -4.5980
C -0.1483 -1.2969 -3.9167
C -0.1706 -0.9669 -2.5850
N 0.9487 -0.6528 -1.9040
C 2.1211 -0.6326 -2.5563
C 2.2191 -0.9342 -3.8999
H 2.0467 -1.4192 -7.7818
H 2.3491 -0.2197 -6.5784
H -1.0539 -1.5827 -4.4326
H -1.0968 -0.9622 -2.0252
H 3.0022 -0.3817 -1.9750
H 3.1902 -0.9344 -4.3759
C -1.5657 3.8874 6.0205
Si -2.4466 3.3857 4.4681
C -4.2125 2.8613 4.7635
C -2.2497 4.5918 3.0641
C -1.5757 1.8045 3.8916
C -0.8727 0.8932 3.5300
H -1.9166 4.8692 6.3466
H -0.4889 3.9615 5.8629
H -1.7516 3.1849 6.8335
H -4.8086 3.7257 5.0654
H -4.2737 2.1358 5.5765
H -4.6924 2.4343 3.8817
H -2.8385 5.4922 3.2498
H -2.5750 4.1729 2.1089
H -1.2065 4.8974 2.9661
```

***

Which is most stable? The ranking, best first, is Q, P.